# 1
85
Properties=species:S:1:pos:R:3:mulliken_charge:R:1 method="wB97M-V/def2-TZVPD" e_homo_ev=-4.56 total_charge=-1 e_lumo_ev=1.65
C 3.8493 1.9792 -0.5114 -0.56
C 4.1171 0.8069 0.0520 -0.10
C 4.2449 -0.5025 1.0209 -0.27
B 2.7773 -0.8766 1.7188 0.56
C 2.1843 0.3076 2.6922 -0.30
C 1.2017 1.3669 1.9769 2.40
C -0.2887 1.4316 2.6547 -0.47
F 0.9984 1.1595 0.5478 -0.33
O 3.0322 -2.1576 2.4775 -0.64
C 2.1722 -3.2227 1.9565 0.06
C 2.6626 -3.8234 0.5401 -0.53
C 1.7225 -3.3632 -0.7286 -0.14
H 3.2760 2.9059 -0.9036 0.33
H 5.0797 -0.3041 1.7884 0.27
H 4.6194 -1.3737 0.3513 0.05
H 1.9771 -1.1562 0.8893 -0.34
H 3.0697 0.8791 3.1823 -0.05
H 1.6141 -0.2268 3.5596 -0.08
H 1.7009 2.4133 2.0907 -1.65
H -0.7397 2.4622 2.3429 0.25
H -0.2707 1.2788 3.7913 0.23
H -0.9047 0.6181 2.0947 -0.29
H 1.0557 -2.8943 1.9023 -0.16
H 2.2138 -4.0718 2.7564 0.26
H 2.6713 -4.9908 0.5104 0.33
H 3.7149 -3.4144 0.3150 0.23
H 0.7140 -3.0039 -0.2827 -0.33
H 2.2393 -2.4055 -1.1468 0.11
H 1.6030 -4.1828 -1.5233 0.25
Br -4.5339 -0.5394 -0.7275 -0.15
C -3.1193 -1.1302 -1.9332 -0.32
C -1.9952 -1.7921 -1.1743 -0.17
Br -0.8717 -0.4729 -0.2816 0.07
H -2.8016 -0.2568 -2.5039 0.42
H -3.6012 -1.8435 -2.6072 -0.08
H -1.3265 -2.3175 -1.8596 -0.07
H -2.3419 -2.4872 -0.4078 0.33
Br 2.6115 4.4596 1.8392 -0.20
C 2.1393 5.3193 3.5241 -0.59
C 3.2089 5.1031 4.5672 -0.53
Br 3.1225 3.3004 5.3035 -0.14
H 1.1633 4.9310 3.8176 0.41
H 2.0456 6.3812 3.2840 0.30
H 3.0527 5.7669 5.4206 0.34
H 4.2204 5.2430 4.1845 0.25
Br -4.5132 -4.6026 -2.7773 -0.15
C -3.7254 -4.2626 -4.5286 -0.59
C -2.5106 -5.1274 -4.7593 -0.43
Br -0.9665 -4.4511 -3.7809 -0.07
H -3.5125 -3.1942 -4.5805 0.28
H -4.5129 -4.5067 -5.2455 0.42
H -2.2153 -5.1010 -5.8105 0.16
H -2.6535 -6.1643 -4.4524 0.43
Br -9.7345 0.4246 -2.2327 -0.14
C -8.4444 1.6201 -1.3909 -0.44
C -7.7988 2.5313 -2.4062 -0.60
Br -6.4502 1.5850 -3.4468 -0.12
H -7.7302 0.9929 -0.8565 0.23
H -9.0244 2.1994 -0.6686 0.33
H -7.2586 3.3391 -1.9078 0.34
H -8.5080 2.9585 -3.1164 0.38
Br 5.6397 7.9658 6.9640 -0.13
C 6.6051 7.4231 5.3593 -0.56
C 6.4174 8.4220 4.2434 -0.55
Br 4.6620 8.2363 3.4171 -0.11
H 6.2614 6.4200 5.1048 0.30
H 7.6539 7.3771 5.6615 0.36
H 7.1318 8.2364 3.4384 0.34
H 6.5073 9.4584 4.5711 0.36
Br -2.2464 -2.6078 -7.8169 -0.12
C -0.8308 -3.1984 -9.0204 -0.59
C 0.2934 -3.8593 -8.2600 -0.49
Br 1.4141 -2.5388 -7.3669 -0.10
H -0.5131 -2.3254 -9.5910 0.38
H -1.3111 -3.9121 -9.6940 0.34
H 0.9628 -4.3843 -8.9450 0.34
H -0.0530 -4.5540 -7.4935 0.25
Br -4.7466 -1.6397 3.8108 -0.18
C -3.3304 -2.2311 2.6072 -0.38
C -2.2091 -2.8984 3.3663 -0.48
Br -1.0849 -1.5846 4.2642 -0.09
H -3.0088 -1.3567 2.0398 0.02
H -3.8124 -2.9408 1.9304 0.36
H -1.5405 -3.4230 2.6796 0.28
H -2.5580 -3.5949 4.1299 0.42

***

# 2
81
Properties=species:S:1:pos:R:3:mulliken_charge:R:1 method="wB97M-V/def2-TZVPD" e_above_lowest_ev=0.3649 e_homo_ev="-6.70 / -6.70" s_squared=0.758 multiplicity=2 e_lumo_ev="0.03 / -2.60"
Rb 0.5310 0.6615 -0.8554 0.53
C -0.6992 3.0050 -4.8900 -1.85
C 0.1370 2.8534 -3.6196 1.42
C 1.4929 3.5181 -3.8220 -1.63
C -0.5979 3.5238 -2.4491 -1.29
O 0.3906 1.4874 -3.3226 0.23
Ge -0.7548 0.0043 -3.7011 -0.70
O -1.7337 0.2626 -2.0815 0.59
C -2.7586 -0.5555 -1.5435 1.40
C -3.6365 -1.1441 -2.6466 -1.90
C -2.1460 -1.6935 -0.7152 -1.05
C -3.5976 0.3386 -0.6403 -1.22
O 0.4496 -1.2222 -2.8985 0.41
C 1.5561 -1.8073 -3.5699 1.41
C 1.8387 -3.1317 -2.8750 -1.36
C 1.2635 -2.0640 -5.0481 -1.89
C 2.7671 -0.8810 -3.4398 -0.97
H -0.7996 4.0596 -5.1605 0.47
H -1.7010 2.5907 -4.7591 0.40
H -0.2239 2.4733 -5.7165 0.38
H 1.3869 4.5844 -4.0376 0.40
H 2.0194 3.0427 -4.6520 0.40
H 2.1045 3.4050 -2.9231 0.25
H -0.8413 4.5603 -2.6952 0.44
H 0.0194 3.5373 -1.5423 0.21
H -1.5216 2.9801 -2.2394 0.17
H -3.0704 -1.8345 -3.2759 0.39
H -4.0167 -0.3450 -3.2863 0.38
H -4.4839 -1.6882 -2.2201 0.44
H -1.4838 -2.2871 -1.3486 0.06
H -2.9315 -2.3341 -0.3049 0.47
H -1.5595 -1.2937 0.1229 0.03
H -4.0568 1.1375 -1.2263 0.43
H -2.9578 0.7962 0.1193 -0.10
H -4.3876 -0.2276 -0.1368 0.42
H 0.9564 -3.7737 -2.9235 0.40
H 2.0782 -2.9523 -1.8245 -0.05
H 2.6806 -3.6535 -3.3385 0.39
H 0.3514 -2.6548 -5.1570 0.38
H 2.0921 -2.6068 -5.5104 0.47
H 1.1226 -1.1304 -5.5964 0.40
H 3.0221 -0.7469 -2.3834 0.03
H 2.5356 0.0992 -3.8605 0.09
H 3.6425 -1.2904 -3.9525 0.43
O 6.2223 -2.0931 2.4241 -0.54
C 5.0719 -1.7493 1.8003 0.90
C 4.0845 -2.6692 1.4648 -0.73
C 2.9519 -2.2023 0.8306 -0.82
N 2.7535 -0.9167 0.5151 0.17
C 3.7159 -0.0801 0.8468 0.05
Br 3.4493 1.7406 0.3590 -0.15
C 4.8918 -0.4116 1.4907 -0.50
H 6.2438 -3.0461 2.5687 0.30
H 4.1963 -3.7232 1.6877 0.33
H 2.1569 -2.8865 0.5590 0.58
H 5.6418 0.3240 1.7389 0.49
C -3.5845 1.8526 2.8122 -1.21
C -3.2431 0.8205 3.8615 0.55
C -3.2612 -0.6018 3.3504 -0.94
O -1.9519 1.0739 4.5184 -0.21
P -0.6090 1.5930 3.9109 0.34
S -0.5696 3.5159 3.4636 -0.26
S -0.1440 0.8663 2.1733 -0.62
O 0.4069 1.3302 5.0709 -0.40
C 0.5881 0.1116 5.8545 0.60
C -0.3561 0.1247 7.0357 -1.27
C 0.4807 -1.1363 5.0051 -1.08
H -4.5766 1.6223 2.4209 0.50
H -2.8817 1.8324 1.9791 0.12
H -3.5978 2.8584 3.2291 0.37
H -3.9409 0.9168 4.6918 0.17
H -2.5418 -0.7411 2.5411 0.00
H -4.2563 -0.8300 2.9644 0.50
H -3.0334 -1.3046 4.1527 0.29
H 1.6122 0.2145 6.2096 0.33
H -1.3889 -0.0062 6.7118 0.18
H -0.2778 1.0654 7.5800 0.34
H -0.0940 -0.6899 7.7133 0.45
H -0.5275 -1.2614 4.6029 0.13
H 0.7038 -1.9995 5.6344 0.48
H 1.1856 -1.1176 4.1738 0.22

***

# 3
76
Properties=species:S:1:pos:R:3:mulliken_charge:R:1 method="wB97M-V/def2-TZVPD" e_above_lowest_ev=0.0000 e_homo_ev=-10.46 smiles="CCCC[C@H]1OC(=O)O[C@]1(COC)COC(F)(F)F.CCCCCC.CCCCCC" e_lumo_ev=0.40
C 4.9890 -2.7028 1.8763 -1.19
C 3.7774 -3.3338 1.1829 -0.78
C 2.4404 -2.6126 1.3560 0.07
C 2.0382 -2.3833 2.8090 -1.19
C 0.7326 -1.6237 3.0254 -0.50
O 0.7341 -0.3988 2.2789 -0.35
C -0.0098 -0.5652 1.1612 0.15
O -0.1615 0.2366 0.2981 -0.46
O -0.5842 -1.8016 1.1568 -0.44
C -0.5732 -2.2522 2.4957 2.51
C -0.6844 -3.7768 2.5914 -1.44
O -0.2139 -4.4076 1.4285 -0.20
C -1.0051 -5.4986 0.9988 -0.92
C -1.7069 -1.6198 3.3332 -1.61
O -3.0016 -1.6186 2.7383 -0.40
C -3.3085 -0.6265 1.8657 0.93
F -2.6440 0.5003 2.1437 -0.25
F -3.0652 -0.9553 0.6079 -0.20
F -4.6048 -0.3721 1.9634 -0.30
H 4.7396 -2.2054 2.8104 0.35
H 5.4879 -1.9920 1.2194 0.29
H 5.7269 -3.4685 2.1185 0.34
H 3.6622 -4.3790 1.4769 0.39
H 3.9854 -3.3550 0.1111 0.44
H 2.4590 -1.6596 0.8213 0.00
H 1.6738 -3.2233 0.8814 0.22
H 2.8063 -1.8038 3.3240 0.69
H 1.9797 -3.3351 3.3431 0.21
H 0.6455 -1.4068 4.0912 0.58
H -0.0941 -4.1093 3.4518 0.26
H -1.7283 -4.0419 2.7805 0.68
H -0.4165 -6.0658 0.2822 0.25
H -1.9173 -5.1476 0.5096 0.31
H -1.2636 -6.1603 1.8294 0.35
H -1.4394 -0.6194 3.6676 0.62
H -1.8064 -2.2413 4.2238 0.50
C -0.1328 0.8310 -3.0116 -1.03
C 0.5964 -0.4872 -3.2499 -0.63
C 2.0575 -0.4592 -2.8043 -0.11
C 2.9328 0.5620 -3.5331 -0.91
C 2.9686 0.4068 -5.0525 -0.45
C 3.5318 -0.9336 -5.5150 -1.20
H 0.3023 1.6497 -3.5887 0.39
H -1.1834 0.7513 -3.2957 0.41
H -0.0883 1.0934 -1.9551 0.14
H 0.5280 -0.7658 -4.3059 0.41
H 0.0847 -1.2772 -2.6935 0.30
H 2.4860 -1.4593 -2.9230 0.41
H 2.0916 -0.2409 -1.7318 -0.05
H 3.9539 0.4844 -3.1451 0.42
H 2.5947 1.5721 -3.2872 0.35
H 3.5789 1.2125 -5.4689 0.40
H 1.9654 0.5433 -5.4650 0.23
H 4.5464 -1.0791 -5.1373 0.29
H 3.5713 -0.9869 -6.6039 0.39
H 2.9213 -1.7685 -5.1679 0.28
C -3.4142 6.9209 0.5084 -1.24
C -3.8948 5.5460 0.9629 -0.44
C -2.7701 4.6414 1.4634 -0.42
C -1.6978 4.3132 0.4226 -0.64
C -2.2233 3.6534 -0.8514 -0.43
C -2.9020 2.3118 -0.5965 -0.73
H -2.7242 6.8483 -0.3334 0.28
H -4.2519 7.5442 0.1921 0.39
H -2.8989 7.4399 1.3197 0.29
H -4.4305 5.0577 0.1444 0.21
H -4.6234 5.6716 1.7683 0.43
H -3.2054 3.7126 1.8430 0.03
H -2.2865 5.1198 2.3216 0.44
H -0.9612 3.6473 0.8833 0.22
H -1.1543 5.2245 0.1562 0.42
H -1.3807 3.5010 -1.5313 0.26
H -2.9136 4.3253 -1.3699 0.33
H -2.2150 1.6171 -0.1163 -0.16
H -3.2212 1.8642 -1.5396 0.39
H -3.7871 2.4179 0.0344 0.41